Record 1
This record from the OMol25 dataset describes a structure of composition C42H33Cl4N5O3SSr. The level of theory is ωB97M-V/def2-TZVPD.

Calculated values
total charge: -2
E_LUMO: 3.98 eV

CARTESIAN COORDINATES (ANGSTROEM)
Sr: -0.194507 0.212258 -0.112428
C: -0.605327 1.680655 2.974542
N: -1.491325 1.813273 1.819074
C: -1.335209 3.154603 1.259515
C: -1.804143 3.305183 -0.170468
C: -2.761543 4.236770 -0.548736
C: -3.096348 4.342428 -1.891227
C: -2.461021 3.525163 -2.811172
C: -1.515243 2.620326 -2.345040
N: -1.200281 2.516576 -1.060501
C: -2.863241 1.478047 2.152651
C: -3.732056 1.197652 0.944201
C: -5.075790 1.550226 0.935069
C: -5.837188 1.238296 -0.181511
C: -5.228077 0.601576 -1.248652
C: -3.876568 0.292379 -1.154899
N: -3.147124 0.573698 -0.077934
C: -0.518777 0.262577 3.467868
C: -0.455476 -0.031456 4.824455
C: -0.309296 -1.352972 5.213788
C: -0.262656 -2.335995 4.239255
C: -0.356605 -1.956713 2.906787
N: -0.460947 -0.684048 2.528122
H: 0.400884 1.944317 2.618153
H: -0.904508 2.353325 3.796541
H: -1.834831 3.907847 1.894044
H: -0.254550 3.340542 1.245240
H: -3.241824 4.850353 0.203203
H: -3.852196 5.049491 -2.213111
H: -2.697535 3.566080 -3.865898
H: -1.002999 1.932345 -3.010230
H: -2.843316 0.562610 2.750285
H: -3.334392 2.258593 2.777698
H: -5.504060 2.066076 1.785776
H: -6.888774 1.498345 -0.220198
H: -5.775314 0.343758 -2.145502
H: -3.337469 -0.186589 -1.966165
H: -0.504874 0.769093 5.551608
H: -0.239513 -1.610001 6.264504
H: -0.165789 -3.382783 4.496298
H: -0.378355 -2.674188 2.092184
Cl: -3.706913 -4.768715 -4.523178
C: -2.896662 -4.046182 -3.160567
C: -2.766543 -4.733885 -1.975073
Cl: -3.385217 -6.357415 -1.825232
C: -2.151981 -4.109978 -0.874863
Cl: -1.936085 -4.983045 0.623291
C: -1.649772 -2.799053 -0.910698
O: -1.089996 -2.224730 0.079083
C: -1.746405 -2.085033 -2.189966
O: -1.218845 -0.914409 -2.282852
C: -2.390157 -2.732450 -3.248926
Cl: -2.510532 -1.850838 -4.753534
O: 1.127838 0.561254 -2.421347
S: 1.497899 -0.721825 -3.090060
C: 3.282918 -0.540681 -3.297780
C: 3.962154 -1.340585 -4.203197
C: 5.338076 -1.209022 -4.329881
C: 6.018423 -0.280158 -3.552084
C: 5.323590 0.519006 -2.652799
C: 3.946795 0.400263 -2.523827
C: 1.628094 -1.989210 -1.826559
C: 2.169901 -1.675417 -0.589722
C: 2.200015 -2.655472 0.389460
C: 1.734563 -3.935285 0.112882
C: 1.223222 -4.241591 -1.138598
C: 1.153698 -3.259281 -2.116739
H: 3.420309 -2.067357 -4.798477
H: 5.878203 -1.831952 -5.032863
H: 7.093355 -0.181634 -3.645453
H: 5.852105 1.234400 -2.035321
H: 3.384423 1.010770 -1.822909
H: 2.496360 -0.663104 -0.339438
H: 2.572707 -2.399023 1.374107
H: 1.736953 -4.691671 0.888541
H: 0.814066 -5.224186 -1.337047
H: 0.690859 -3.467496 -3.074390
N: 1.669060 1.300366 0.921868
C: 2.601437 1.688477 1.734140
C: 3.668611 0.817628 2.253130
C: 4.624363 1.225909 3.151765
C: 4.675173 2.538241 3.656535
C: 3.698481 3.425097 3.184848
C: 2.727684 3.047319 2.281869
H: 3.664521 -0.210213 1.894485
H: 5.367857 0.502841 3.487168
H: 5.433501 2.847767 4.366272
H: 3.707565 4.456869 3.537564
H: 2.012475 3.784939 1.919153

Forces on the atoms, in the same order (eV/Å):
Sr -0.14 -0.30 0.01
C 0.11 -0.10 0.06
N -0.06 0.19 -0.04
C -0.04 -0.01 -0.11
C 0.08 -0.02 0.15
C 0.02 -0.02 -0.03
C -0.01 0.00 -0.01
C 0.01 0.00 0.02
C -0.04 -0.04 -0.02
N -0.03 0.07 -0.07
C -0.03 -0.04 -0.08
C 0.12 0.02 0.06
C 0.00 -0.03 -0.08
C 0.02 0.01 0.03
C 0.00 -0.01 -0.02
C 0.03 -0.03 0.02
N -0.09 0.03 0.09
C 0.09 0.06 -0.12
C 0.02 -0.03 -0.01
C 0.00 0.02 -0.01
C 0.01 -0.02 0.01
C -0.01 0.03 -0.08
N -0.16 0.03 0.20
H -0.01 0.00 0.00
H -0.03 -0.03 0.01
H 0.02 0.02 0.00
H 0.01 0.00 0.01
H -0.01 0.01 -0.01
H 0.00 0.00 0.00
H -0.01 0.01 0.00
H 0.01 -0.01 0.02
H 0.00 0.00 0.00
H -0.01 0.02 -0.04
H -0.01 0.00 0.00
H 0.00 0.00 0.00
H -0.01 0.00 0.01
H -0.01 0.00 0.00
H 0.00 0.00 0.00
H 0.00 0.00 0.00
H 0.00 0.00 0.00
H 0.02 -0.01 0.02
Cl 0.01 -0.01 0.00
C -0.02 0.01 0.03
C -0.03 -0.02 -0.03
Cl 0.01 0.02 -0.01
C 0.02 0.02 0.05
Cl -0.02 0.00 -0.01
C -0.05 0.01 -0.05
O 0.05 0.05 -0.07
C 0.07 0.02 0.01
O -0.08 -0.02 0.04
C 0.02 -0.03 0.02
Cl -0.01 0.01 -0.01
O -0.05 0.09 0.02
S 0.11 0.08 0.04
C 0.00 -0.02 -0.02
C 0.02 0.00 0.00
C 0.01 0.01 0.01
C -0.02 -0.02 -0.02
C 0.00 0.03 0.02
C 0.02 -0.01 -0.01
C -0.06 -0.11 -0.20
C 0.13 0.02 0.16
C 0.06 -0.01 -0.02
C 0.00 -0.01 0.02
C -0.02 0.01 -0.03
C 0.04 -0.01 0.00
H -0.01 0.00 0.01
H 0.00 0.00 0.00
H 0.00 0.00 0.00
H 0.00 0.00 0.00
H -0.01 -0.01 0.00
H -0.05 0.03 0.03
H -0.01 0.00 0.00
H 0.00 0.00 0.00
H 0.00 0.00 0.01
H 0.00 0.02 0.00
N -0.05 0.01 0.05
C 0.15 -0.01 -0.05
C -0.09 0.00 -0.03
C 0.03 0.02 0.04
C -0.02 -0.03 -0.03
C 0.01 0.02 0.02
C -0.04 -0.01 0.00
H 0.02 0.00 0.02
H 0.00 0.00 -0.01
H 0.00 0.00 0.00
H 0.00 0.00 0.00
H 0.01 0.00 0.00

---

Record 2
This record from the OMol25 dataset describes a structure of composition C42H33CrN2O8P2Se. The level of theory is ωB97M-V/def2-TZVPD.

Calculated values
multiplicity: 4
expectation value of S²: 3.80
total charge: -2
E_LUMO (spin up / spin down): 4.26 / 4.26 eV

CARTESIAN COORDINATES (ANGSTROEM)
Cr: -1.465761 0.063980 -0.614634
N: -1.510482 1.850980 0.665537
N: -1.720580 2.968507 -0.170293
C: -2.106752 2.715330 -1.492569
O: -2.512977 3.638496 -2.176201
O: -1.891537 1.489502 -1.896006
H: -2.363037 1.675082 1.239309
H: -0.714432 2.020733 1.266287
H: -2.233555 3.725770 0.247754
O: 2.421583 1.321648 2.567154
C: 1.728659 0.378092 2.138170
O: 1.188912 0.263895 1.008639
C: 1.452556 -0.794492 3.075126
C: 2.331980 -0.983004 4.142916
C: 2.163502 -2.026072 5.036214
C: 1.081784 -2.887036 4.877927
C: 0.186326 -2.681693 3.845253
C: 0.349538 -1.643654 2.915139
P: -1.025045 -1.436329 1.622942
C: -1.026133 -3.152019 0.945179
C: -2.172342 -3.735689 0.405353
C: -2.121977 -5.002146 -0.165107
C: -0.923038 -5.697620 -0.228877
C: 0.232509 -5.110853 0.272374
C: 0.180567 -3.850221 0.852111
C: -2.353661 -1.379086 2.919775
C: -3.449637 -2.217527 3.037979
C: -4.363888 -2.051985 4.076022
C: -4.197031 -1.040995 5.004973
C: -3.109305 -0.180566 4.889005
C: -2.207393 -0.349288 3.856888
H: 3.149081 -0.278524 4.241290
H: 2.859545 -2.166159 5.856168
H: 0.925938 -3.707342 5.570612
H: -0.659370 -3.352339 3.747739
H: -3.099807 -3.177846 0.400383
H: -3.024590 -5.431631 -0.585703
H: -0.884149 -6.682090 -0.680728
H: 1.180473 -5.634168 0.210662
H: 1.090252 -3.396966 1.231200
H: -3.622704 -3.007439 2.322817
H: -5.223219 -2.709615 4.133502
H: -4.921143 -0.905429 5.800155
H: -2.974322 0.629800 5.595400
H: -1.366790 0.333118 3.773495
C: 5.043543 -1.209470 -1.712392
C: 3.923550 -1.966808 -1.382536
C: 2.673438 -1.376261 -1.324596
C: 2.505525 -0.012168 -1.584122
C: 3.630414 0.734590 -1.919598
C: 4.890919 0.140938 -1.982116
P: 0.762575 0.642236 -1.675109
C: 1.092801 2.424183 -1.883338
C: 1.698724 3.052478 -0.790148
C: 1.984184 4.406848 -0.832030
C: 1.652792 5.150620 -1.961235
C: 1.030495 4.534547 -3.035422
C: 0.746521 3.172964 -2.996921
C: 0.415137 -0.056595 -3.344113
C: 1.209775 0.162411 -4.436270
C: 0.958127 -0.501697 -5.655601
C: -0.069534 -1.399328 -5.740920
C: -0.901616 -1.663808 -4.625885
C: -1.972011 -2.592328 -4.709772
C: -2.790485 -2.773394 -3.636810
C: -2.576378 -2.055624 -2.431603
C: -1.528889 -1.185995 -2.262664
C: -0.675817 -0.975402 -3.402053
H: 6.024055 -1.671057 -1.759944
H: 4.026955 -3.023501 -1.160689
H: 1.806455 -1.975738 -1.071394
H: 3.541883 1.790777 -2.131989
H: 5.752261 0.744692 -2.246920
H: 1.967025 2.459925 0.084207
H: 2.454386 4.885564 0.018065
H: 1.868154 6.212802 -1.994670
H: 0.735802 5.116640 -3.900241
H: 0.227249 2.703196 -3.822143
H: 2.051162 0.842658 -4.367622
H: 1.590589 -0.306784 -6.514945
H: -0.271054 -1.920843 -6.672588
H: -2.130258 -3.132982 -5.639026
H: -3.628176 -3.459341 -3.702641
H: -3.296726 -2.172500 -1.632381
O: -5.737392 -0.618902 0.910958
Se: -4.500626 0.367521 0.535258
O: -4.740002 1.327873 -0.753305
O: -3.181313 -0.663523 0.098414
O: -3.964768 1.237176 1.830420

Forces on the atoms, in the same order (eV/Å):
Cr -0.27 0.66 0.26
N -0.46 -0.38 0.04
N 0.15 0.08 -0.02
C 0.06 -0.24 -0.17
O 0.08 -0.13 0.00
O 0.01 0.00 0.22
H 0.03 0.06 0.09
H 0.29 -0.12 -0.12
H -0.15 0.06 0.06
O -0.13 -0.30 -0.08
C -0.01 0.31 -0.05
O 0.11 0.20 -0.04
C -0.19 0.01 0.02
C 0.00 -0.15 0.09
C -0.02 0.06 -0.09
C 0.00 0.02 0.04
C -0.02 -0.01 -0.20
C 0.13 0.04 -0.15
P 0.44 -0.30 0.58
C 0.00 0.00 0.16
C -0.04 0.03 -0.03
C 0.01 0.06 -0.01
C 0.01 0.06 0.03
C -0.03 0.04 -0.02
C 0.03 -0.01 -0.07
C 0.07 0.23 -0.08
C -0.09 -0.09 -0.01
C 0.06 0.01 -0.06
C 0.07 0.05 -0.03
C -0.08 -0.10 -0.02
C 0.09 -0.02 -0.11
H -0.06 0.00 -0.02
H 0.00 0.00 -0.02
H -0.01 0.02 -0.03
H -0.05 0.03 0.00
H 0.02 0.01 -0.05
H 0.03 0.02 0.03
H 0.00 0.02 0.00
H -0.02 0.03 0.00
H -0.04 -0.06 0.01
H 0.01 0.02 0.02
H 0.02 0.02 -0.01
H 0.02 0.00 -0.01
H 0.00 0.00 -0.03
H -0.01 -0.02 0.01
C -0.05 0.02 -0.02
C 0.04 -0.02 0.04
C -0.14 0.17 0.09
C -0.21 -0.18 0.03
C 0.07 -0.06 0.05
C -0.12 -0.01 0.02
P 0.33 -0.38 -0.54
C 0.03 -0.06 0.33
C 0.16 -0.08 0.10
C -0.06 0.03 -0.13
C 0.01 -0.04 0.04
C -0.04 -0.04 0.01
C -0.11 0.03 -0.08
C -0.15 0.08 0.15
C 0.03 0.02 -0.16
C 0.02 0.01 0.06
C -0.02 0.01 0.05
C -0.01 -0.01 -0.02
C 0.09 0.06 -0.04
C 0.03 0.07 0.14
C -0.10 -0.17 -0.14
C 0.14 -0.08 -0.08
C 0.02 -0.02 0.10
H -0.04 0.01 0.01
H -0.01 0.03 -0.03
H -0.04 -0.02 0.03
H -0.04 0.04 -0.01
H -0.03 -0.01 0.02
H -0.09 0.08 -0.02
H 0.01 -0.03 0.01
H -0.02 -0.01 0.00
H 0.00 -0.02 0.00
H -0.01 0.00 0.00
H 0.01 0.01 0.01
H -0.01 0.00 0.02
H 0.02 0.00 0.03
H 0.00 0.04 0.02
H -0.01 -0.01 0.00
H 0.02 -0.01 0.00
O 0.37 0.11 -0.04
Se -0.26 0.08 -0.31
O -0.05 -0.22 0.42
O 0.18 0.52 -0.14
O 0.01 -0.20 -0.23